Computed, not measured: C37H51N5O7S2SiTa as an isolated structure, with ωB97M-V with the def2-TZVPD basis set.

For the HOMO-LUMO gap, the calculation gives 5.904 eV. Its total charge is +3. For the lowest unoccupied orbital energy, the calculation gives -0.3599 Eh. The HOMO energy comes out at -15.70 eV. As for the energy relative to the best compared isomer or geometry (same formula, charge and spin): 0.260 eV.

Element x y z (Å)
Ta1 -1.01 -0.39 0.79
C1 -0.38 2.44 2.19
O1 -1.41 1.54 1.68
C2 -2.72 2.05 1.66
C3 -3.07 3.32 2.07
C4 -4.41 3.68 1.96
C5 -5.35 2.78 1.46
C6 -4.97 1.51 1.07
C7 -3.64 1.15 1.17
N1 -3.09 -0.13 0.88
N2 -4.00 -1.01 0.51
C8 -3.81 -2.30 0.43
C9 -2.61 -2.98 0.87
O2 -1.55 -2.26 1.16
C10 -2.59 -4.35 1.05
C11 -3.71 -5.09 0.73
C12 -4.90 -4.51 0.21
C13 -6.00 -5.32 -0.11
C14 -7.15 -4.76 -0.61
C15 -7.21 -3.37 -0.80
C16 -6.14 -2.56 -0.48
C17 -4.97 -3.11 0.04
H1 -0.58 2.61 3.25
H2 -0.41 3.36 1.61
H3 0.58 1.96 2.03
H4 -2.36 4.02 2.47
H5 -4.72 4.67 2.27
H6 -6.39 3.08 1.38
H7 -5.70 0.80 0.71
H8 -1.70 -4.82 1.45
H9 -3.69 -6.16 0.88
H10 -5.94 -6.39 0.04
H11 -8.00 -5.37 -0.86
H12 -8.11 -2.93 -1.19
H13 -6.20 -1.49 -0.63
O3 -1.16 4.42 -0.91
C18 -1.66 3.44 -1.13
C19 -0.62 -3.46 -1.61
C20 -1.30 -2.18 -1.97
N3 -1.41 -1.07 -1.25
C21 -2.04 -0.11 -2.06
C22 -2.32 -0.68 -3.25
N4 -1.85 -1.97 -3.17
H14 -0.29 -3.43 -0.57
H15 0.25 -3.61 -2.25
H16 -1.30 -4.30 -1.74
H17 -2.25 0.89 -1.72
H18 -2.80 -0.28 -4.13
H19 -1.88 -2.65 -3.92
C23 3.05 1.53 -4.09
C24 1.88 1.06 -3.24
C25 0.76 2.08 -3.23
C26 1.38 -0.30 -3.70
O4 2.40 0.91 -1.89
Si1 2.04 0.76 -0.35
O5 0.38 0.59 -0.02
O6 2.64 -0.59 0.35
C27 3.64 -1.59 -0.05
C28 2.91 -2.63 -0.89
C29 4.78 -0.94 -0.82
C30 4.15 -2.20 1.24
O7 2.39 2.04 0.57
C31 3.27 3.20 0.45
C32 3.09 3.98 1.75
C33 4.70 2.72 0.29
C34 2.83 4.04 -0.74
H20 2.75 1.63 -5.13
H21 3.87 0.81 -4.04
H22 3.42 2.50 -3.75
H23 0.37 2.22 -4.23
H24 1.12 3.05 -2.86
H25 -0.05 1.74 -2.58
H26 0.96 -0.23 -4.70
H27 0.61 -0.66 -3.02
H28 2.20 -1.02 -3.73
H29 2.47 -2.16 -1.77
H30 2.13 -3.10 -0.30
H31 3.60 -3.40 -1.22
H32 4.44 -0.51 -1.76
H33 5.54 -1.69 -1.04
H34 5.26 -0.16 -0.22
H35 3.32 -2.60 1.84
H36 4.71 -1.47 1.83
H37 4.83 -3.03 1.03
H38 3.37 3.38 2.61
H39 2.05 4.30 1.86
H40 3.71 4.88 1.74
H41 4.99 2.09 1.12
H42 5.38 3.57 0.25
H43 4.81 2.16 -0.64
H44 1.77 4.32 -0.65
H45 2.98 3.50 -1.67
H46 3.41 4.96 -0.78
S1 0.04 -1.10 2.95
C35 1.32 -0.12 3.62
N5 2.46 0.12 3.04
C36 3.52 0.62 3.92
C37 2.81 1.27 5.10
S2 1.20 0.41 5.24
H47 2.64 -0.21 2.08
H48 4.16 1.32 3.39
H49 4.13 -0.24 4.24
H50 2.61 2.33 4.93
H51 3.36 1.16 6.03

Mulliken atomic charge list, values in e, 4 entries: Ta 2.59; C -0.24; O -0.40; C 0.71